Below is a single C22H26N4O4S molecule, with properties calculated with ωB97M-V with the def2-TZVPD basis set.

Calculated values
HOMO-LUMO gap   8.30 eV
E_HOMO   -0.33190 hartree
LUMO level   -0.73 eV
Strongest force on any atom   0.0175 Eh/bohr
Electronic energy   -48221.829 eV
SMILES string   CCCCNS(=O)(=O)c1ccc2nc(-c3cccnc3)cc(C(=O)NCCOC)c2c1
Relative energy (zero: lowest compared OMol25 entry of this formula, charge and spin)   255.0 kJ/mol

Last columns: bonded neighbours and bond lengths (Å).
Atoms and positions in Å:
1 C -3.54 3.72 -1.29  C2 1.524, H55 1.088, H56 1.087, H57 1.087
2 C -2.45 4.00 -2.32  C1 1.524, C3 1.529, H53 1.092, H54 1.092
3 C -1.07 3.56 -1.85  C2 1.529, C4 1.531, H51 1.091, H52 1.091
4 C -0.49 4.50 -0.79  C3 1.531, N5 1.450, H49 1.093, H50 1.092
5 N 0.68 3.91 -0.16  C4 1.450, S6 1.663, H48 1.005
6 S 0.46 3.31 1.37  N5 1.663, O7 1.437, O8 1.437, C9 1.784
7 O 1.78 3.13 1.93  S6 1.437
8 O -0.49 4.10 2.11  S6 1.437
9 C -0.25 1.71 1.03  S6 1.784, C10 1.365, C18 1.399
10 C 0.56 0.74 0.53  C9 1.365, C11 1.410, H47 1.079
11 C 0.02 -0.55 0.28  C10 1.410, C12 1.421, C16 1.427
12 C 0.79 -1.66 -0.16  C11 1.421, C13 1.371, C32 1.502
13 C 0.14 -2.83 -0.47  C12 1.371, C14 1.415, H31 1.078
14 C -1.26 -2.92 -0.30  C13 1.415, N15 1.314, C21 1.466
15 N -1.97 -1.92 0.18  C14 1.314, C16 1.342
16 C -1.37 -0.76 0.47  C11 1.427, N15 1.342, C17 1.414
17 C -2.18 0.29 0.97  C16 1.414, C18 1.367, H20 1.078
18 C -1.62 1.50 1.27  C9 1.399, C17 1.367, H19 1.078
19 H -2.19 2.32 1.68  C18 1.078
20 H -3.23 0.10 1.11  C17 1.078
21 C -1.99 -4.15 -0.61  C14 1.466, C22 1.396, C26 1.397
22 C -3.20 -4.43 0.02  C21 1.396, C23 1.382, H30 1.079
23 C -3.87 -5.60 -0.29  C22 1.382, C24 1.388, H29 1.079
24 C -3.31 -6.46 -1.22  C23 1.388, N25 1.322, H28 1.082
25 N -2.17 -6.19 -1.85  C24 1.322, C26 1.318
26 C -1.54 -5.07 -1.56  C21 1.397, N25 1.318, H27 1.082
27 H -0.63 -4.90 -2.13  C26 1.082
28 H -3.78 -7.39 -1.49  C24 1.082
29 H -4.81 -5.85 0.19  C23 1.079
30 H -3.59 -3.73 0.75  C22 1.079
31 H 0.71 -3.68 -0.80  C13 1.078
32 C 2.28 -1.61 -0.28  C12 1.502, O33 1.211, N34 1.354
33 O 2.86 -2.01 -1.27  C32 1.211
34 N 2.90 -1.15 0.83  C32 1.354, H35 1.009, C36 1.442
35 H 2.35 -0.78 1.58  N34 1.009
36 C 4.31 -0.81 0.84  N34 1.442, H37 1.092, H38 1.094, C39 1.529
37 H 4.72 -1.17 -0.10  C36 1.092
38 H 4.81 -1.29 1.68  C36 1.094
39 C 4.50 0.71 0.93  C36 1.529, O40 1.408, H45 1.102, H46 1.101
40 O 3.95 1.30 -0.22  C39 1.408, C41 1.407
41 C 4.14 2.69 -0.27  O40 1.407, H42 1.088, H43 1.096, H44 1.097
42 H 3.69 3.03 -1.20  C41 1.088
43 H 3.66 3.18 0.58  C41 1.096
44 H 5.21 2.94 -0.27  C41 1.097
45 H 4.01 1.11 1.83  C39 1.102
46 H 5.58 0.93 0.99  C39 1.101
47 H 1.59 0.97 0.31  C10 1.079
48 H 1.55 4.40 -0.27  N5 1.005
49 H -1.22 4.68 0.00  C4 1.093
50 H -0.23 5.46 -1.24  C4 1.092
51 H -0.38 3.52 -2.70  C3 1.091
52 H -1.13 2.55 -1.43  C3 1.091
53 H -2.43 5.06 -2.57  C2 1.092
54 H -2.69 3.45 -3.24  C2 1.092
55 H -3.58 2.66 -1.05  C1 1.088
56 H -3.36 4.28 -0.38  C1 1.087
57 H -4.51 4.02 -1.68  C1 1.087